Computed, not measured: 2 unconnected molecules or ions with the total composition C11H22N2O4, with ωB97M-V/def2-TZVPD.

Last column: Löwdin charge in e.
CARTESIAN COORDINATES (ANGSTROEM)
C 0.809 -5.567 1.944  -0.140
C 0.348 -4.793 0.581  -0.250
C 0.661 -3.233 0.817  -0.237
C -0.398 -2.228 0.122  -0.209
C 0.406 -0.861 -0.192  -0.216
C -0.502 0.461 -0.184  -0.121
C 0.496 1.734 -0.186  -0.217
O 1.005 1.796 1.200  -0.010
C 2.449 1.792 1.109  -0.379
O 3.266 1.270 1.893  0.120
O 2.678 2.486 -0.133  -0.012
C 1.841 1.676 -1.046  -0.272
C 1.817 2.106 -2.595  -0.031
H 1.652 -4.906 2.383  0.071
H 1.296 -6.577 1.714  0.066
H -0.065 -5.629 2.675  0.072
H 1.084 -5.163 -0.231  0.104
H -0.725 -5.028 0.274  0.101
H 1.674 -3.020 0.297  0.117
H 0.723 -2.926 1.923  0.116
H -1.314 -2.017 0.787  0.113
H -0.777 -2.614 -0.900  0.114
H 1.167 -0.737 0.672  0.118
H 1.020 -0.991 -1.146  0.113
H -1.284 0.513 -1.013  0.116
H -1.079 0.508 0.817  0.126
H -0.113 2.643 -0.545  0.131
H 2.452 0.705 -1.082  0.148
H 1.165 3.031 -2.803  0.091
H 1.436 1.222 -3.236  0.094
H 2.914 2.260 -2.927  0.095
N -3.797 4.499 -1.031  0.153
C -2.913 3.716 -0.368  -0.672
N -3.014 3.764 0.983  0.163
O -2.088 3.019 -0.942  0.009
H -4.482 5.077 -0.579  0.097
H -3.753 4.490 -2.037  0.109
H -2.372 3.195 1.512  0.110
H -3.683 4.328 1.474  0.098

- Spin multiplicity: 1

***

Computed, not measured: a single C11H22N2S molecule, with ωB97M-V/def2-TZVPD.

Last column: Löwdin charge in e.
CARTESIAN COORDINATES (ANGSTROEM)
C 1.475 -2.230 -2.000  -0.135
C 2.373 -1.044 -2.484  -0.268
C 1.897 0.385 -2.458  -0.241
C 1.453 0.964 -1.137  -0.179
C -0.021 0.723 -0.859  -0.225
C -0.880 1.683 -1.738  -0.115
N -1.805 2.248 -0.795  0.018
C -1.386 2.092 0.500  -0.799
S -1.974 2.907 1.861  0.569
N -0.340 1.181 0.505  -0.069
C 0.310 0.761 1.735  -0.192
C -0.220 -0.553 2.356  -0.187
C -1.734 -0.591 2.585  -0.290
C -2.263 -1.907 3.104  -0.139
H 1.929 -3.194 -2.360  0.077
H 1.424 -2.109 -0.878  0.071
H 0.422 -2.397 -2.332  0.069
H 3.300 -1.267 -1.917  0.109
H 2.517 -1.247 -3.647  0.137
H 2.721 1.020 -2.730  0.101
H 1.073 0.503 -3.243  0.138
H 2.069 0.541 -0.319  0.114
H 1.784 2.010 -1.128  0.125
H -0.221 -0.274 -1.007  0.109
H -0.292 2.476 -2.238  0.130
H -1.356 1.101 -2.505  0.111
H -2.531 2.873 -1.057  0.124
H 1.431 0.743 1.737  0.124
H 0.094 1.538 2.513  0.082
H 0.197 -0.560 3.345  0.106
H 0.172 -1.375 1.838  0.084
H -2.021 0.179 3.355  0.105
H -2.384 -0.436 1.643  0.127
H -2.453 -2.623 2.354  0.044
H -1.491 -2.316 3.734  0.059
H -3.269 -1.803 3.666  0.106

- Spin multiplicity: 1

***

Computed, not measured: a molecular structure, C11H22N3O2S5W, with ωB97M-V/def2-TZVPD.

Last column: Löwdin charge in e.
CARTESIAN COORDINATES (ANGSTROEM)
W 0.054 -0.437 0.350  0.719
C 1.016 2.832 1.136  -0.414
C 1.354 2.654 -0.334  -0.421
S 0.322 1.492 -1.291  0.887
C -1.256 2.343 -1.510  -0.436
C -2.018 2.544 -0.218  -0.415
S -2.041 0.985 0.735  0.811
C -1.932 1.541 2.469  -0.422
C -0.536 1.509 3.127  -0.426
S 0.867 1.234 2.017  0.882
H 0.094 3.386 1.290  0.076
H 1.814 3.389 1.628  0.111
H 2.367 2.266 -0.456  0.090
H 1.330 3.615 -0.852  0.116
H -1.811 1.722 -2.216  0.102
H -1.061 3.293 -2.010  0.116
H -3.062 2.784 -0.426  0.114
H -1.612 3.349 0.389  0.082
H -2.609 0.892 3.022  0.088
H -2.373 2.538 2.488  0.105
H -0.470 0.704 3.859  0.095
H -0.330 2.433 3.669  0.109
C -3.769 -3.715 -0.837  0.047
O -3.175 -3.125 0.382  -0.093
C -2.180 -2.340 0.336  -1.101
S -1.401 -1.732 -1.081  0.701
S -1.561 -1.677 1.793  0.743
H -4.323 -4.569 -0.466  0.119
H -2.970 -4.013 -1.509  0.091
H -4.425 -2.961 -1.264  0.117
N 1.555 -2.983 1.858  0.262
C 1.009 -2.114 1.342  -0.241
H 1.974 -3.764 2.341  0.153
C 1.794 -1.598 -3.121  -0.002
N 2.932 -1.520 -2.208  0.092
C 2.964 -1.015 -0.993  -0.489
N 4.110 -0.927 -0.319  0.246
O 1.901 -0.575 -0.391  -0.326
H 1.932 -0.899 -3.945  0.112
H 0.883 -1.353 -2.587  0.017
H 1.716 -2.611 -3.509  0.112
H 3.815 -1.852 -2.573  0.178
H 4.996 -1.195 -0.721  0.151
H 4.114 -0.527 0.604  0.139

- Spin multiplicity: 1
- Charge: +3

***

Computed, not measured: a molecular structure, C11H22N6O4, with ωB97M-V/def2-TZVPD.

Last column: Löwdin charge in e.
CARTESIAN COORDINATES (ANGSTROEM)
C -0.357 0.015 -0.601  -0.291
C 0.155 1.057 0.400  -0.338
C -1.738 0.331 -1.054  -0.141
C -2.790 -0.101 0.050  -0.173
C -4.155 0.162 -0.440  -0.204
C -6.353 -0.233 0.529  -0.587
C 2.628 0.586 -0.054  -0.244
C 2.786 -0.501 0.999  -0.408
C 3.885 1.523 -0.368  -0.124
C 5.165 0.780 -0.918  -0.115
C 5.643 -0.434 0.132  -0.419
H -0.845 -1.793 0.761  0.113
H 0.671 -1.582 0.017  0.076
H 0.271 0.004 -1.375  0.081
H -1.909 -0.285 -1.922  0.121
H -1.768 1.343 -1.266  0.098
H -2.707 -1.134 0.220  0.079
H -2.673 0.441 1.077  0.148
H -4.474 1.005 -0.907  0.089
H -4.644 -0.479 -1.250  0.119
H -4.655 -0.304 1.700  0.166
H -6.995 0.933 2.059  0.071
H -7.849 -0.975 -0.752  0.090
H -6.232 -1.258 -1.247  0.069
H 1.844 1.818 1.255  0.180
H 2.404 -0.148 -0.831  0.134
H 3.383 2.235 -1.041  0.113
H 4.282 1.981 0.528  0.109
H 6.227 1.415 -0.873  0.152
H 5.173 0.402 -2.043  0.119
H 7.103 -1.009 -1.694  0.260
H 6.723 -2.226 -0.073  0.178
H 2.976 -1.035 2.669  0.247
N -0.430 -1.551 -0.244  0.038
N -5.010 -0.272 0.698  0.007
N -7.317 0.097 1.382  0.023
N -6.880 -0.670 -0.719  0.083
N 1.504 1.620 0.198  0.095
N 6.627 -1.157 -0.500  0.031
O -0.567 1.714 1.185  0.053
O 2.757 -1.841 0.703  -0.058
O 5.115 -0.493 1.360  -0.057
O 3.025 0.018 2.251  0.018

- Spin multiplicity: 1

***

Computed, not measured: a gas-phase ion, C11H22NS (charge +1), with ωB97M-V/def2-TZVPD.

Last column: Löwdin charge in e.
CARTESIAN COORDINATES (ANGSTROEM)
C -4.009 -0.106 -0.402  -0.089
C -2.513 -0.039 -0.716  -0.498
C -1.679 -1.193 -0.095  -0.220
N -0.332 -0.874 -0.267  -0.117
C 0.607 -2.066 0.111  -0.005
C 1.968 -1.567 -0.464  -0.171
C 2.383 -0.212 0.124  -0.092
C 1.334 0.989 -0.136  -0.500
C 1.720 2.289 0.569  -0.037
C 1.258 1.321 -1.631  -0.043
C -0.059 0.449 0.413  -0.532
C 0.018 0.304 2.210  0.034
S -1.545 1.450 0.078  0.978
H -4.097 -0.559 0.705  0.134
H -4.320 -0.859 -1.139  0.084
H -4.619 0.821 -0.505  0.095
H -2.273 0.133 -1.761  0.099
H -2.001 -1.313 0.930  0.131
H -2.009 -2.143 -0.651  0.178
H -0.115 -0.687 -1.273  0.173
H 0.201 -2.898 -0.546  0.160
H 0.820 -2.153 1.158  0.129
H 2.104 -1.551 -1.558  0.127
H 2.685 -2.198 -0.131  0.080
H 2.425 -0.443 1.264  0.144
H 3.279 0.046 -0.341  0.104
H 0.776 2.988 0.664  0.131
H 2.560 2.624 0.100  0.055
H 1.901 2.306 1.626  0.077
H 0.318 1.914 -1.814  0.085
H 1.193 0.384 -2.280  0.104
H 2.039 1.983 -1.853  0.071
H -0.278 1.296 2.565  0.077
H 0.925 -0.036 2.628  0.048
H -0.665 -0.401 2.420  0.008

- Spin multiplicity: 1
- Charge: +1

***

Computed, not measured: a gas-phase ion, C11H22NSi (charge +1), with ωB97M-V/def2-TZVPD.

Last column: Löwdin charge in e.
CARTESIAN COORDINATES (ANGSTROEM)
C 1.974 -2.729 -0.801  -0.046
C 1.138 -1.487 -0.453  -0.338
C 1.510 -0.301 -1.228  -0.209
Si 2.083 1.065 -0.296  0.823
C 2.360 2.794 -1.031  -0.178
C 2.120 0.923 1.584  -0.169
C 0.139 -1.581 0.444  -0.329
C 0.014 -2.772 1.329  -0.075
C -0.807 -0.516 0.558  -0.052
C -1.122 0.555 -0.223  -0.084
N -2.446 1.229 -0.081  -0.198
C -2.809 1.611 -1.445  -0.005
C -3.408 0.529 0.752  0.019
H 2.649 -2.676 -1.735  0.111
H 1.387 -3.658 -0.787  0.079
H 2.738 -2.842 -0.011  0.090
H 2.008 -0.620 -2.069  0.016
H 2.540 3.120 -2.030  0.024
H 1.494 3.381 -0.665  0.037
H 3.232 3.122 -0.448  0.029
H 1.939 -0.181 1.798  0.057
H 3.056 1.063 2.000  -0.007
H 1.403 1.603 2.163  0.071
H -0.528 -3.699 0.831  0.129
H -0.288 -2.661 2.389  0.087
H 1.018 -3.245 1.585  0.091
H -1.295 -0.964 1.342  0.081
H -0.409 0.696 -1.162  0.125
H -2.204 2.151 0.254  0.174
H -2.781 0.761 -2.095  0.109
H -3.816 1.942 -1.556  0.106
H -2.018 2.207 -1.834  0.103
H -4.361 1.034 0.651  0.114
H -3.391 -0.495 0.493  0.104
H -3.119 0.641 1.778  0.110

- Spin multiplicity: 1
- Charge: +1

***

Listing energy relative to the best compared isomer or geometry (same formula, charge and spin) for the structures above in their given order: 86.35 38.89 4.79 233.58 63.11 46.31 kcal/mol.